35
Properties=species:S:1:pos:R:3:nbo_charge:R:1 method="wB97M-V/def2-TZVPD" e_tot_ev=-30751.1635 de_lowest_kj_mol=6.8 smiles="COC(=O)CCCCCc1ccc(C(C)=O)s1" homo_ev=-9.0 orbital_gap_ha=0.335 e_lumo_ev=0.09 charge=0
C 3.081 3.269 0.250 -0.262
H 2.648 4.208 -0.082 0.196
H 4.043 3.093 -0.236 0.193
H 3.230 3.277 1.331 0.192
O 2.154 2.254 -0.112 -0.506
C 2.508 0.995 0.177 0.802
O 3.551 0.699 0.695 -0.605
C 1.420 0.025 -0.218 -0.513
C 2.001 -1.264 -0.797 -0.385
C 0.933 -2.338 -1.009 -0.405
C 0.431 -2.963 0.301 -0.388
H 0.878 -2.451 1.155 0.202
H 0.740 -4.008 0.355 0.213
C -1.101 -2.914 0.450 -0.442
C -1.585 -1.522 0.656 -0.140
C -1.611 -0.816 1.828 -0.295
C -2.065 0.501 1.673 -0.158
C -2.389 0.813 0.375 -0.354
C -2.878 2.100 -0.108 0.553
O -3.065 3.027 0.650 -0.537
C -3.125 2.192 -1.594 -0.718
H -3.512 3.177 -1.840 0.241
H -2.194 2.023 -2.132 0.232
H -3.838 1.431 -1.902 0.231
S -2.131 -0.555 -0.664 0.446
H -2.159 1.215 2.471 0.242
H -1.315 -1.239 2.772 0.228
H -1.389 -3.518 1.314 0.226
H -1.563 -3.344 -0.440 0.216
H 0.098 -1.893 -1.554 0.195
H 1.351 -3.119 -1.646 0.212
H 2.777 -1.635 -0.126 0.219
H 2.474 -1.037 -1.755 0.206
H 0.851 -0.196 0.689 0.237
H 0.751 0.515 -0.926 0.227


119
Properties=species:S:1:pos:R:3:lowdin_charge:R:1 method="wB97M-V/def2-TZVPD" e_tot_ev=-90598.7256 de_lowest_kj_mol=419.1 homo_ev=-7.3 orbital_gap_ha=0.286 e_lumo_ev=0.51 charge=-1
B 0.116 0.044 0.034 -1.378
F 0.465 0.747 -1.076 0.206
F 1.231 -0.153 0.801 0.194
F -0.832 0.653 0.830 0.158
F -0.450 -1.172 -0.362 0.126
O -0.408 0.851 4.948 -0.018
H -0.886 1.371 5.594 0.077
H -0.892 0.027 4.898 0.048
O 3.000 4.478 -0.649 -0.071
H 2.649 4.052 0.133 -0.013
H 2.228 4.686 -1.176 -0.020
O 1.619 -5.210 0.790 -0.043
H 2.032 -4.397 0.498 0.003
H 1.014 -4.938 1.480 0.001
O -5.175 -1.570 -1.510 -0.060
H -5.368 -0.636 -1.590 0.022
H -4.349 -1.604 -1.027 -0.031
O 3.280 -0.001 3.257 -0.027
H 3.375 -0.629 3.973 0.011
H 3.264 -0.540 2.466 0.008
O 0.184 2.380 -3.754 -0.044
H -0.389 3.146 -3.724 0.013
H 0.250 2.093 -2.843 0.031
O -2.188 1.743 2.976 -0.036
H -1.712 1.538 2.171 0.019
H -1.551 1.598 3.675 0.002
O 4.039 -2.179 1.214 -0.023
H 4.449 -2.935 0.795 0.060
H 3.144 -2.173 0.876 0.006
O -1.096 3.273 0.356 -0.008
H -0.690 2.750 -0.336 0.041
H -0.358 3.618 0.859 0.034
O -3.693 3.187 1.221 -0.055
H -2.750 3.265 1.077 -0.006
H -3.773 2.615 1.984 0.052
O 1.669 -2.804 -0.556 -0.036
H 2.234 -2.152 -0.969 0.009
H 0.792 -2.422 -0.597 0.042
O 2.467 0.509 -4.504 -0.027
H 2.418 1.391 -4.134 -0.005
H 1.673 0.426 -5.033 0.049
O -3.987 3.603 -1.344 -0.042
H -4.428 4.449 -1.269 0.058
H -3.796 3.352 -0.440 -0.027
O 2.096 -4.440 -3.011 -0.056
H 1.391 -5.029 -2.742 -0.013
H 2.169 -3.810 -2.295 0.003
O 0.176 -3.968 -4.899 -0.082
H -0.534 -3.691 -4.320 -0.036
H 0.824 -4.359 -4.313 -0.032
O 0.686 2.602 -6.388 -0.059
H 0.682 2.336 -5.469 -0.040
H -0.175 2.997 -6.528 0.024
O -3.265 5.420 2.951 -0.056
H -3.164 4.604 2.460 -0.022
H -4.179 5.671 2.812 0.027
O 5.991 0.146 1.803 -0.071
H 5.910 0.648 0.991 -0.020
H 5.416 -0.608 1.677 -0.025
O -4.311 -5.270 -1.137 -0.057
H -4.506 -4.845 -1.972 0.035
H -3.484 -4.878 -0.855 -0.021
O -2.547 -3.307 -0.157 -0.029
H -2.912 -3.477 0.711 0.029
H -2.354 -2.369 -0.158 0.003
O -1.532 4.135 -2.619 -0.048
H -2.298 3.898 -2.096 0.014
H -1.778 4.956 -3.045 0.078
O -2.889 -0.459 -0.888 -0.031
H -3.123 0.464 -0.793 0.068
H -1.986 -0.512 -0.573 -0.005
O 1.449 2.194 3.232 -0.036
H 0.631 1.768 3.488 0.029
H 2.133 1.583 3.504 0.036
O -3.844 -1.382 1.687 -0.032
H -2.965 -1.311 2.059 -0.001
H -4.065 -2.309 1.768 0.060
O -1.160 -1.724 2.412 -0.023
H -0.823 -1.231 1.664 0.011
H -0.450 -2.323 2.643 0.045
O 0.766 5.304 -2.053 -0.036
H 0.844 5.683 -2.928 0.058
H 0.084 4.638 -2.139 -0.016
O 2.884 -2.193 5.160 -0.027
H 2.060 -2.617 4.922 0.037
H 3.308 -2.810 5.756 0.049
O 5.078 1.598 -0.436 -0.042
H 4.752 1.461 -1.325 0.026
H 4.350 2.014 0.025 0.006
O -6.433 -0.324 1.934 -0.059
H -5.510 -0.549 1.819 -0.033
H -6.658 0.173 1.148 0.022
O 2.440 2.232 0.699 -0.030
H 1.891 1.515 0.384 0.022
H 2.356 2.198 1.652 0.016
O 4.651 -2.350 -2.906 -0.038
H 5.438 -2.356 -2.361 0.028
H 4.000 -1.884 -2.383 -0.031
O -1.606 -3.286 -2.950 -0.020
H -1.767 -3.857 -2.200 0.018
H -1.867 -2.415 -2.649 0.041
O -0.914 -4.666 2.238 -0.027
H -1.851 -4.520 2.366 0.043
H -0.569 -4.796 3.122 0.050
O 0.193 -5.869 -1.620 -0.035
H 0.403 -6.803 -1.634 0.058
H 0.476 -5.572 -0.755 0.002
O -3.907 0.150 4.456 -0.046
H -3.273 -0.456 4.840 0.016
H -3.543 0.366 3.597 -0.017
O 1.235 4.443 1.963 -0.042
H 1.478 3.614 2.375 -0.034
H 1.322 5.092 2.661 0.057
O 3.383 2.884 -2.861 -0.040
H 3.775 3.709 -3.145 0.053
H 3.212 3.008 -1.927 -0.010
O 2.724 -0.673 -1.984 -0.035
H 1.965 -0.225 -1.609 0.022
H 2.803 -0.312 -2.867 0.024


19
Properties=species:S:1:pos:R:3:nbo_charge:R:1 method="wB97M-V/def2-TZVPD" e_tot_ev=-29004.4539 de_lowest_kj_mol=418.5 homo_ev=-8.5 orbital_gap_ha=0.275 e_lumo_ev=-1.04 charge=0
C -0.184 0.908 0.298 -0.112
C -1.064 -0.297 0.148 -0.100
C 1.617 0.212 -1.274 -0.607
C 2.100 0.193 1.189 -0.587
C 1.264 0.819 0.037 -0.307
N -3.303 -0.818 -0.224 -0.531
O -2.263 0.087 -0.475 -0.389
P -0.760 -1.934 0.632 0.257
S -0.920 2.370 0.507 0.084
H 1.576 -0.866 -1.432 0.218
H 2.575 0.627 -1.481 0.218
H 0.908 0.555 -2.030 0.213
H 1.758 -0.936 1.139 0.206
H 1.818 0.593 2.145 0.217
H 3.137 0.237 1.012 0.216
H 1.577 1.935 -0.089 0.227
H -3.745 -0.599 0.716 0.362
H -3.947 -0.715 -1.029 0.374
H -2.146 -2.372 0.211 0.041